Below is a molecular structure, C26H50P2SiTl at a distorted geometry, with properties calculated with wB97M-V/def2-TZVPD.

As for the energy relative to the best compared isomer or geometry (same formula, charge and spin): 3.146 eV. As for the net charge: +1. As for the highest occupied orbital energy (spin up / spin down): -9.06 / -9.16 eV.

CARTESIAN COORDINATES (ANGSTROEM)
Tl: -1.93023 -2.79512 1.49725
C: 2.78013 2.79785 -0.94514
C: 1.64003 3.14270 -1.71090
C: 1.48648 4.21880 0.32076
C: 2.69213 3.46572 0.30932
C: 0.83785 4.01429 -0.92640
C: 3.90513 1.94247 -1.40097
H: 3.54498 1.13617 -2.05510
H: 4.41874 1.49462 -0.54228
H: 4.64828 2.52336 -1.97149
C: 3.67174 3.40599 1.41291
H: 4.59096 2.89664 1.09022
H: 3.26609 2.86249 2.28670
H: 3.94250 4.42163 1.75004
C: 1.03902 5.08107 1.43470
H: 1.79941 5.84137 1.66873
H: 0.85182 4.49777 2.34540
H: 0.11339 5.59761 1.15965
C: -0.44035 4.64412 -1.33868
H: -0.26149 5.61978 -1.82282
H: -1.09109 4.81919 -0.46959
H: -0.97928 4.01211 -2.05816
C: 1.34288 2.72347 -3.09549
H: 1.67482 3.48842 -3.81588
H: 0.26411 2.57545 -3.24591
H: 1.86020 1.79141 -3.34549
C: -1.10564 -4.33299 0.20215
C: -0.21819 -3.73990 -0.89446
C: -0.69320 -4.10416 -2.30467
C: -2.20892 -3.90638 -2.46691
C: -2.78255 -2.85515 -1.59046
C: -3.41311 -2.98681 -0.35987
C: -3.68355 -4.43119 0.08836
C: -2.34139 -5.23692 0.00040
H: -0.39364 -5.15431 -2.45951
H: -2.71236 -4.87646 -2.44260
H: -0.14915 -3.52798 -3.06976
H: -2.35651 -5.90182 -0.86898
H: -0.45650 -4.73086 1.00378
H: 0.76339 -4.21360 -0.67138
H: -2.33218 -5.93058 0.85282
H: -4.08413 -4.52871 1.12622
H: -4.11750 -2.18542 -0.09278
H: -4.48214 -4.81716 -0.60794
H: -2.34634 -3.60298 -3.52105
H: -2.94338 -1.92675 -2.15349
P: 0.70074 -1.98049 -1.05012
C: 1.96108 -2.13944 0.26546
C: 1.56039 -1.57292 -2.60839
P: -1.23385 0.97364 -0.70115
C: -0.79840 -0.86817 -1.09897
C: -2.55637 1.01573 -2.00866
C: -2.45818 0.53362 0.65395
H: 1.60857 -1.83159 1.26454
H: 2.82860 -1.49431 -0.01381
H: 2.39366 -3.17264 0.35779
H: 1.02655 -1.82863 -3.54093
H: 2.57533 -2.00593 -2.66011
H: 1.63142 -0.47242 -2.58326
H: -2.86649 -0.45930 0.44453
H: -3.28927 1.24551 0.63207
H: -2.03150 0.53200 1.65758
H: -1.55413 -1.38355 -0.49128
H: -1.18391 -1.01595 -2.13919
H: -3.01165 2.01511 -2.09005
H: -3.34834 0.27656 -1.80243
H: -2.09314 0.78376 -2.96944
C: 2.27302 0.55828 4.15367
Si: 0.48296 0.54645 3.54394
C: -0.56401 -0.67227 4.55026
C: -0.21630 2.30287 3.64649
H: 2.93064 -0.04814 3.50948
H: 2.33049 0.13557 5.17125
H: 2.69747 1.57314 4.18711
H: -0.34903 -1.73278 4.32302
H: -1.66104 -0.54792 4.44936
H: -0.28680 -0.48447 5.60027
H: -0.82107 2.38399 4.56008
H: 0.56998 3.05902 3.69358
H: -0.85867 2.54643 2.79209

Charge distribution, Mulliken scheme, values in e: Tl 1.0049; C 0.1413; C 0.6376; C 0.3928; C 0.6287; C 0.6070; C -1.5926; H 0.2720; H 0.4062; H 0.2852; C -1.1375; H 0.4378; H 0.0176; H 0.3383; C -1.1804; H 0.3467; H 0.0367; H 0.3801; C -1.6041; H 0.3438; H 0.4267; H 0.2840; C -1.3501; H 0.3936; H 0.2302; H 0.3427; C -1.1259; C -0.1869; C -0.8214; C -1.1550; C -0.0105; C -0.7715; C -0.8196; C -1.0922; H 0.4035; H 0.3026; H 0.1461; H 0.2997; H 0.7052; H 0.7924; H 0.4186; H 0.3562; H 0.6055; H 0.3779; H 0.5588; H 0.7404; P 1.0491; C -1.1281; C -1.1527; P 1.0643; C 0.2856; C -1.5614; C -0.4363; H 0.1879; H 0.4468; H 0.4525; H 0.4164; H 0.4943; H 0.0698; H -0.1138; H 0.5297; H -0.2529; H -1.8533; H 0.3652; H 0.4326; H 0.3902; H 0.4607; C -1.1995; Si 0.3928; C -1.0264; C -1.0836; H 0.3070; H 0.3867; H 0.3253; H 0.2247; H 0.2923; H 0.3895; H 0.4788; H 0.2576; H 0.2955


Below is C5H10O2 in the gas phase, with properties calculated with wB97M-V/def2-TZVPD.

As for the energy relative to the best compared isomer or geometry (same formula, charge and spin): 1.964 eV. As for the SMILES: COC[C@@H](C)C=O. As for the highest occupied orbital energy: -9.72 eV.

CARTESIAN COORDINATES (ANGSTROEM)
C: 0.00504 2.56209 0.44382
O: -0.30400 1.58933 -0.52362
C: 0.48448 0.41871 -0.49657
C: -0.39829 -0.81633 -0.19538
C: -0.03602 -2.04408 -1.01918
C: -0.33662 -1.09027 1.29008
O: 0.06760 -2.11313 1.79032
H: -0.03347 2.14662 1.46330
H: -0.76089 3.33806 0.36342
H: 0.99417 3.02309 0.28093
H: 1.29050 0.50219 0.24970
H: 0.97239 0.29312 -1.47424
H: -1.42207 -0.49085 -0.42560
H: -0.51895 -2.93332 -0.60576
H: -0.37112 -1.91176 -2.05317
H: 1.04486 -2.22781 -1.01840
H: -0.67760 -0.24565 1.93034

Charge distribution, Mulliken scheme, values in e: C -0.6554; O -0.3644; C -0.7639; C 0.7004; C -1.5099; C -0.1540; O -0.4934; H 0.2732; H 0.2474; H 0.2914; H 0.4228; H 0.3444; H 0.2532; H 0.3762; H 0.4035; H 0.3349; H 0.2937


Below is a molecular structure, C8H11BeN3O12S3 at a distorted geometry, with properties calculated with wB97M-V/def2-TZVPD.

As for the energy relative to the best compared isomer or geometry (same formula, charge and spin): 3.076 eV. As for the net charge: -4. As for the highest occupied orbital energy: 5.36 eV.

CARTESIAN COORDINATES (ANGSTROEM)
Be: -24.64122 6.68551 14.54750
S: -25.53314 5.50589 17.24521
O: -24.46851 6.01186 18.06327
O: -26.22592 6.64438 16.66417
O: -24.95711 4.77860 16.15320
O: -26.47839 4.81044 18.08931
S: -27.68752 7.45014 13.91920
O: -28.45322 7.34525 15.16819
O: -28.46872 7.86657 12.82741
O: -26.64027 8.37471 14.30263
O: -26.96485 6.24428 13.57556
S: -23.78487 9.88927 16.45826
O: -23.84497 8.55773 15.87392
O: -22.96879 10.78209 15.66205
O: -25.23788 10.24443 16.48995
O: -23.25064 9.90844 17.80803
C: -21.56623 3.90186 16.59239
C: -21.82505 5.04955 15.71532
N: -22.09154 5.84993 14.92680
H: -20.91311 4.37465 17.32588
H: -21.09101 3.14229 15.97164
H: -22.50839 3.65329 17.08092
C: -25.30111 2.63212 11.02594
C: -24.92127 3.67829 12.06792
N: -24.64283 4.50117 12.89710
H: -24.47547 1.96771 10.77103
H: -25.53076 3.04305 10.04283
H: -26.09930 2.02290 11.45001
N: -22.73996 8.60766 13.06884
C: -22.69100 7.52517 12.22746
C: -23.86020 7.47632 11.54833
C: -24.69929 8.45312 12.09416
C: -23.99193 9.18258 13.02635
H: -21.92491 9.04945 13.46962
H: -21.85956 6.85308 12.07446
H: -24.14374 6.70956 10.84258
H: -25.69348 8.59616 11.69727
H: -24.09973 10.05561 13.65294

Charge distribution, Mulliken scheme, values in e: Be 1.2499; S 0.8737; O -0.6587; O -0.5195; O -0.6780; O -0.7858; S 0.8768; O -0.7169; O -0.7348; O -0.5417; O -0.6482; S 0.9311; O -0.4493; O -0.7875; O -0.7556; O -0.7598; C -0.8909; C 0.5032; N -0.3737; H 0.2772; H 0.3025; H 0.2311; C -0.9195; C 0.3807; N -0.2332; H 0.2923; H 0.2666; H 0.2531; N 0.1978; C -0.6332; C -0.3139; C -0.2766; C -0.7130; H 0.2734; H 0.3054; H 0.4198; H 0.3158; H 0.4394


Below is C5H12O in the gas phase, with properties calculated with wB97M-V/def2-TZVPD.

As for the energy relative to the best compared isomer or geometry (same formula, charge and spin): 0.263 eV. As for the SMILES: CC(C)CCO. As for the highest occupied orbital energy: -10.27 eV.

CARTESIAN COORDINATES (ANGSTROEM)
C: 1.15010 -1.36538 -0.67257
C: 0.95284 -0.07470 0.12799
C: 1.23576 -0.30844 1.61015
C: -0.44948 0.50969 -0.05865
C: -0.74663 0.88436 -1.49763
O: -1.98851 1.55690 -1.56188
H: 1.04261 -1.20743 -1.75166
H: 0.41463 -2.12276 -0.37052
H: 2.14913 -1.78042 -0.49949
H: 1.67244 0.66937 -0.24616
H: 0.53223 -1.04231 2.02349
H: 1.12659 0.61991 2.18216
H: 2.25176 -0.68849 1.76367
H: -1.21175 -0.20540 0.28187
H: -0.56462 1.40999 0.55858
H: -0.79983 -0.01463 -2.11839
H: 0.05620 1.52524 -1.89782
H: -2.29759 1.47598 -2.46888

Charge distribution, Mulliken scheme, values in e: C -1.4461; C 0.8174; C -1.5257; C -0.7035; C -0.5122; O -0.5068; H 0.3670; H 0.3090; H 0.4072; H 0.1883; H 0.3285; H 0.3734; H 0.4026; H 0.2781; H 0.3149; H 0.3222; H 0.2665; H 0.3191


Below is C4H8O3 in the gas phase, with properties calculated with wB97M-V/def2-TZVPD.

As for the energy relative to the best compared isomer or geometry (same formula, charge and spin): 2.366 eV. As for the SMILES: OCC1(CO)CO1. As for the highest occupied orbital energy: -10.36 eV.

CARTESIAN COORDINATES (ANGSTROEM)
O: 0.32950 -1.32776 -1.99740
C: 0.83877 -0.29264 -1.19534
C: 0.00024 -0.03012 0.03784
C: 0.58375 0.94902 1.04742
O: -0.41247 1.54775 1.83258
C: -1.00582 -0.98407 0.48703
O: -1.38062 0.17546 -0.27487
H: -0.57228 -1.07047 -2.23400
H: 1.85852 -0.57362 -0.91324
H: 0.89797 0.65386 -1.75835
H: 1.24654 0.40053 1.72657
H: 1.19560 1.70143 0.52193
H: -1.14476 1.74130 1.22862
H: -1.32365 -0.95907 1.52796
H: -1.11128 -1.93161 -0.03674

Charge distribution, Mulliken scheme, values in e: O -0.5468; C -0.7104; C 1.1380; C -0.6719; O -0.5293; C -0.6160; O -0.5727; H 0.3295; H 0.3402; H 0.3072; H 0.3024; H 0.3252; H 0.3369; H 0.2906; H 0.2771


Below is C4H6N2 in the gas phase at a distorted geometry, with properties calculated with wB97M-V/def2-TZVPD.

As for the energy relative to the best compared isomer or geometry (same formula, charge and spin): 2.356 eV. As for the SMILES: N#CCN1CC1. As for the highest occupied orbital energy: -9.83 eV.

CARTESIAN COORDINATES (ANGSTROEM)
N: -1.66998 1.64549 -0.70231
C: -0.55843 1.75408 -0.39834
C: 0.73078 1.17278 -0.00997
N: 0.67173 -0.20887 0.45948
C: 0.22078 -1.24210 -0.45743
C: -0.51809 -0.96584 0.81206
H: 1.32043 1.20535 -0.92786
H: 1.19690 1.80309 0.73590
H: 0.89600 -2.10921 -0.46347
H: -0.32978 -0.90896 -1.41960
H: -1.51662 -0.56799 0.65675
H: -0.44372 -1.57782 1.71479

Charge distribution, Mulliken scheme, values in e: N -0.4931; C 0.4139; C -0.4438; N -0.2456; C -0.3204; C -0.4416; H 0.2711; H 0.2857; H 0.2492; H 0.2456; H 0.2580; H 0.2209


| no. | total energy (eV) |
| --- | --- |
| 1 | -58908.8875 |
| 2 | -9441.0794 |
| 3 | -70406.6449 |
| 4 | -7427.0482 |
| 5 | -10418.6373 |
| 6 | -7223.2355 |